[1]
The following is a DFT calculation (the ωB97M-V functional and the def2-TZVPD basis) of a cluster of 6 separate species, C18H22Cl6F12O8 in total.

```
! wB97M-V def2-TZVPD RIJCOSX def2/J DEFGRID3
* xyz 0 1
C -6.13105 -3.29414 2.09294
C -5.08915 -2.82226 1.15509
O -4.04025 -3.87908 1.15286
C -2.96802 -3.66684 1.96698
O -2.73474 -2.56585 2.48582
C -2.27511 -4.94494 2.32517
F -3.15035 -5.95853 2.46699
F -1.43580 -5.29271 1.32165
F -1.45629 -4.72193 3.38228
H -6.94994 -2.57727 2.15320
H -5.70704 -3.45788 3.08365
H -6.58820 -4.21530 1.73158
H -4.71041 -1.86412 1.51094
H -5.57155 -2.60020 0.20320
C -3.35178 4.75351 -2.71493
C -4.01851 3.33915 -2.50891
O -4.75440 3.10590 -3.71618
C -5.63134 2.08082 -3.84794
O -5.66414 1.00032 -3.19190
C -6.58963 2.16540 -5.07704
F -6.48531 1.06868 -5.82697
F -7.84168 2.17120 -4.59165
F -6.43883 3.18688 -5.89191
H -4.05830 5.58320 -2.73848
H -2.68694 4.71213 -3.57770
H -2.95569 5.05951 -1.74664
H -4.73970 3.23350 -1.69847
H -3.25022 2.56987 -2.43115
C -0.53515 -0.38160 -4.19222
C 0.56619 0.66233 -3.98147
O 1.86328 0.09401 -3.98640
C 2.97277 0.84859 -4.14330
O 2.95885 1.97491 -4.62917
C 4.25952 0.27978 -3.51622
F 4.74461 1.26397 -2.74755
F 4.16083 -0.85657 -2.78539
F 5.30492 0.00000 -4.36421
H -1.54651 -0.02370 -3.99945
H -0.30834 -1.08390 -3.39007
H -0.28905 -0.92593 -5.10394
H 0.39383 1.15475 -3.02442
H 0.44382 1.39691 -4.77740
C 9.60182 -0.07975 0.38221
C 8.20479 -0.73794 0.66950
O 7.29919 0.25850 1.25489
C 7.35390 0.43064 2.54402
O 8.27070 0.27457 3.35516
C 6.04983 1.12540 3.10853
F 5.62476 0.61019 4.21749
F 6.21928 2.50313 3.15394
F 5.04340 0.99328 2.19575
H 9.96276 0.30457 1.33621
H 9.62225 0.81843 -0.23500
H 10.32034 -0.79054 -0.02597
H 8.27122 -1.62689 1.29677
H 7.86217 -1.12235 -0.29119
C -0.76393 2.48116 3.02256
Cl 0.68793 3.08004 3.87477
Cl -0.48827 2.04695 1.33810
Cl -1.85844 3.91134 3.03831
H -1.19146 1.68269 3.62899
C -0.66800 -2.63354 7.82822
Cl -0.47585 -2.35761 9.56752
Cl -0.14156 -1.31510 6.78345
Cl -2.41652 -2.90375 7.57004
H -0.10554 -3.52608 7.55414
*
```

As for the orbital gap: 11.09 eV. Its total energy is -5260.49527 Eh. As for the HOMO energy: -0.40610 Eh. The calculation puts the energy above the lowest of the compared OMol25 structures with the same formula, charge and spin at 61.3 kcal/mol. The structure (SMILES) is CCOC(=O)C(F)(F)F.CCOC(=O)C(F)(F)F.CCOC(=O)C(F)(F)F.CCOC(=O)C(F)(F)F.ClC(Cl)Cl.ClC(Cl)Cl. For the lowest unoccupied orbital energy, the calculation gives 0.0015 hartree.

[2]
The following is a DFT calculation (the ωB97M-V functional and the def2-TZVPD basis) of a structure of composition C18H22CoN8O2S.

```
! wB97M-V def2-TZVPD RIJCOSX def2/J DEFGRID3
* xyz 3 5
Co -0.09198 -0.66403 0.47300
C -3.49249 1.49280 2.28167
C -4.13033 1.97121 1.14817
C -3.51249 1.82506 -0.08618
C -2.29011 1.18381 -0.15903
N -1.67140 0.70352 0.94383
C -2.26796 0.87055 2.13074
C -1.56399 0.95089 -1.44105
C -2.05428 1.20415 -2.71003
C -1.26422 0.85249 -3.79831
C -0.02821 0.24776 -3.60685
C 0.38956 0.01509 -2.30755
N -0.36429 0.39328 -1.27580
C 1.62560 -0.71504 -1.90272
C 2.56703 -1.16734 -2.80772
C 3.66597 -1.87832 -2.34685
C 3.80679 -2.09243 -0.98494
C 2.82927 -1.60246 -0.14098
N 1.75109 -0.93642 -0.57423
H -3.93448 1.59388 3.26276
H -5.09809 2.44988 1.22006
H -3.98527 2.20851 -0.97910
H -1.74389 0.48679 2.99695
H -3.03201 1.63628 -2.86542
H -1.62667 1.02638 -4.80294
H 0.56703 -0.05111 -4.45710
H 2.44890 -0.97650 -3.86463
H 4.39729 -2.26452 -3.04448
H 4.65156 -2.63356 -0.58302
H 2.91344 -1.75001 0.92835
N 0.61691 -1.25045 2.72100
N 0.10590 -2.52419 3.02407
C -0.64978 -3.18502 2.11417
N -1.14466 -4.36066 2.42947
N -0.79273 -2.52074 0.96188
N -1.55214 -3.04437 -0.07877
O -1.60266 -2.29211 -1.03519
O -2.08633 -4.12070 0.00237
H 1.63035 -1.28377 2.79685
H 0.29139 -0.59245 3.42458
H 0.26774 -2.91210 3.94194
H -0.97175 -4.78988 3.32574
H -1.70082 -4.85945 1.74641
C 3.23856 3.14492 0.76690
S 1.50240 2.81807 0.90863
C 0.76809 4.21959 0.11316
H 3.49973 3.88378 1.53619
H 3.46309 3.55359 -0.21872
H 3.78171 2.22079 0.95279
H 1.30459 4.44443 -0.80946
H 0.85032 5.07149 0.80068
H -0.28128 3.99863 -0.07130
*
```

As for the orbital gap (alpha / beta): 8.60 / 4.58 eV. Its total energy is -3067.58385 Eh. As for the HOMO energy (alpha / beta): -0.63872 / -0.63867 Eh. Its expectation value of S² is 6.01. For the lowest unoccupied orbital energy (alpha / beta), the calculation gives -0.3227 / -0.4702 hartree.